1 | The following is a quantum chemistry calculation of a gas-phase ion, C5H11N (charge +1), from OMol25.

Structure (XYZ):
```
17
C5H11N | OMol25 | ωB97M-V/def2-TZVPD
C 0.377 -2.216 0.190
C -0.673 -1.051 0.303
C -0.294 0.085 -0.524
C 0.573 0.177 -1.579
C 0.329 1.700 1.235
N -0.524 1.350 0.085
H 0.265 -2.810 1.093
H 1.359 -1.738 0.213
H 0.255 -2.738 -0.756
H -1.698 -1.427 0.289
H -0.722 -0.767 1.365
H 0.713 1.129 -2.083
H 1.096 -0.585 -2.141
H 0.166 0.976 2.035
H 1.389 1.659 0.966
H 0.221 2.665 1.727
H -0.505 2.114 -0.594
```

Charge ... +1
Highest occupied orbital energy (alpha / beta) ... -15.40 / -15.36 eV
Kohn-Sham gap (alpha / beta) ... 11.294 / 7.540 eV
Expectation value of S² ... 0.772
Spin multiplicity ... 2



2 | The following is a quantum chemistry calculation of a gas-phase ion, C5H11N (charge +1), from OMol25.

Structure (XYZ):
```
17
C5H11N | OMol25 | ωB97M-V/def2-TZVPD
C 0.542 2.732 0.877
N -0.095 1.326 0.960
C -0.882 0.717 -0.132
C 0.787 -2.814 -0.832
C 0.085 -1.411 -0.842
C -0.858 -0.822 -0.101
H 1.047 2.958 1.855
H 1.311 2.797 0.059
H -0.327 3.431 0.737
H 0.684 0.701 0.885
H -0.346 1.017 -1.055
H -1.903 0.919 -0.115
H 0.202 -3.605 -1.408
H 1.849 -2.798 -1.153
H 0.676 -3.293 0.103
H 0.813 -0.656 -1.268
H -1.382 -1.165 0.829
```

Charge ... +1
Highest occupied orbital energy (alpha / beta) ... -14.17 / -14.11 eV
Kohn-Sham gap (alpha / beta) ... 11.098 / 5.681 eV
Expectation value of S² ... 0.754
Spin multiplicity ... 2



1 ends up most stable, edging out the next structure by 145.5 kJ/mol.